Formula: C27H31NO6
Source: the OMol25 dataset
Level of theory: ωB97M-V with the def2-TZVPD basis set

Geometry (Å):
C (2.0455, -2.9678, 3.0707)
C (2.1181, -1.5297, 2.5670)
C (2.8237, -1.4339, 1.2122)
C (2.6083, -0.0889, 0.5206)
C (3.2339, 1.0938, 1.2579)
C (3.0443, 2.4017, 0.4732)
C (1.5866, 2.6338, 0.1940)
C (0.6754, 3.0382, 1.1184)
C (1.0552, 3.4630, 2.5021)
C (-0.7266, 2.9915, 0.7833)
C (-1.7651, 3.2110, 1.7000)
C (-3.0665, 2.9250, 1.3790)
C (-3.3944, 2.4287, 0.1091)
O (-4.6732, 1.9921, -0.0463)
C (-5.0299, 1.2904, -1.2152)
C (-4.2439, 0.0107, -1.5479)
O (-4.4504, -0.5618, -2.5963)
N (-3.3592, -0.4016, -0.6198)
C (-2.3154, -1.3769, -0.8563)
C (-1.5474, -1.0928, -2.1742)
C (-0.4081, -2.0476, -2.3835)
C (-0.6494, -3.4018, -2.5843)
C (0.4009, -4.2858, -2.7473)
C (1.7072, -3.8265, -2.7169)
C (1.9553, -2.4772, -2.5368)
C (0.9037, -1.5922, -2.3709)
C (-1.3219, -1.2706, 0.2844)
O (-1.2112, -0.2941, 0.9852)
O (-0.5704, -2.3513, 0.4089)
C (-2.4083, 2.3396, -0.8592)
C (-1.0848, 2.5791, -0.5060)
O (-0.1582, 2.3236, -1.4545)
C (1.1746, 2.2838, -1.1610)
O (1.9235, 1.9530, -2.0516)
H (1.5244, -3.6096, 2.3615)
H (3.0472, -3.3680, 3.2097)
H (1.5243, -3.0157, 4.0243)
H (1.1102, -1.1087, 2.4891)
H (2.6555, -0.9274, 3.3016)
H (2.4478, -2.2209, 0.5510)
H (3.8928, -1.6095, 1.3498)
H (3.0274, -0.1345, -0.4858)
H (1.5335, 0.0838, 0.4207)
H (4.3023, 0.9150, 1.3957)
H (2.7760, 1.1939, 2.2428)
H (3.4807, 3.2337, 1.0280)
H (3.5596, 2.3206, -0.4851)
H (0.7181, 2.7204, 3.2242)
H (0.5781, 4.4116, 2.7430)
H (2.1285, 3.5808, 2.6025)
H (-1.5371, 3.5590, 2.6938)
H (-3.8568, 3.0300, 2.1046)
H (-6.0784, 1.0141, -1.0706)
H (-4.9751, 1.9352, -2.1024)
H (-3.2133, 0.1543, 0.2136)
H (-2.7284, -2.3906, -0.8938)
H (-2.2699, -1.1785, -2.9883)
H (-1.1718, -0.0682, -2.1461)
H (-1.6668, -3.7635, -2.6202)
H (0.2008, -5.3362, -2.9013)
H (2.5278, -4.5176, -2.8421)
H (2.9704, -2.1085, -2.5274)
H (1.1082, -0.5389, -2.2467)
H (0.1242, -2.2261, 1.0813)
H (-2.6120, 2.0113, -1.8655)

Force components x, y, z for each atom (eV/Å):
C 0.0 0.3 0.1
C 0.2 -0.3 -0.1
C -0.3 0.3 0.1
C 0.3 -0.1 0.2
C -0.1 0.0 -0.3
C 0.1 0.0 0.1
C -0.1 0.3 0.4
C 0.4 -0.1 -0.4
C 0.1 -0.1 -0.1
C -0.3 -0.1 -0.5
C 0.1 -0.1 -0.3
C -0.3 -0.1 -0.1
C 0.5 0.3 0.1
O 0.1 0.0 0.2
C -0.2 -0.1 -0.5
C 0.0 0.1 0.5
O -0.2 0.0 -0.3
N 0.1 -0.1 0.5
C 0.0 -0.1 -0.3
C -0.1 -0.2 0.0
C 0.1 0.0 -0.2
C 0.0 0.1 -0.1
C -0.1 -0.1 0.0
C 0.1 -0.1 0.0
C 0.1 0.0 0.0
C -0.1 0.0 0.0
C -0.2 0.3 0.3
O 0.0 0.1 0.0
O 0.2 -0.6 0.1
C 0.0 0.1 -0.1
C -0.4 0.2 0.8
O -0.1 -0.1 -0.3
C 0.3 -0.1 -0.3
O -0.3 0.1 0.2
H 0.0 -0.1 -0.1
H 0.1 -0.1 0.0
H 0.0 -0.1 0.1
H 0.0 0.1 0.0
H -0.1 0.1 0.0
H 0.0 -0.1 0.0
H 0.1 -0.1 0.0
H 0.0 0.0 -0.1
H -0.1 0.0 -0.1
H 0.0 0.0 0.1
H 0.0 0.0 0.1
H 0.0 0.0 0.0
H 0.0 0.1 0.1
H 0.0 0.0 0.1
H 0.0 0.0 0.1
H 0.1 0.0 0.1
H 0.0 0.0 0.1
H -0.1 0.0 0.1
H 0.2 0.0 -0.1
H 0.0 -0.1 0.1
H -0.1 0.0 -0.2
H 0.1 0.1 0.0
H 0.1 0.1 0.1
H 0.0 0.0 0.0
H -0.1 -0.1 0.0
H 0.0 -0.1 0.0
H 0.1 -0.1 0.0
H 0.1 0.0 0.0
H 0.0 0.2 0.0
H -0.3 0.2 -0.1
H 0.0 -0.1 -0.1

Values from the calculation:
SMILES ... CCCCCCc1c(C)c2ccc(OCC(=O)N[C@@H](Cc3ccccc3)C(=O)O)cc2oc1=O
Frontier orbital gap ... 0.313 Eh
Energy above the lowest of the compared OMol25 structures with the same formula, charge and spin ... 12.7 kJ/mol
HOMO level ... -0.306 Eh
Total energy ... -1553.72932 hartree
Charge ... 0